ORCA calculation (ωB97M-V/def2-TZVPD) on a structure of composition C5H9HoNaO4.

As for the spin multiplicity: 5. As for the expectation value of S²: 6.012. The value obtained for the HOMO-LUMO gap (alpha / beta) is 6.920 / 7.159 eV. The net charge is +1.

```
20
Properties=species:S:1:pos:R:3:lowdin_charge:R:1
O 0.30 -2.26 -2.16 -0.07
C -0.65 -2.54 -1.39 -0.35
C -1.08 -1.80 -0.26 -0.32
O -0.14 -0.82 0.14 -0.20
C -0.63 0.40 0.65 -0.19
C 0.56 1.26 1.00 -0.18
O 1.34 1.46 -0.17 -0.25
C 2.43 2.34 0.02 -0.07
Na 1.49 -0.46 -1.46 0.70
H -1.25 -3.46 -1.60 0.13
H -1.24 0.24 1.56 0.15
H -1.25 0.91 -0.10 0.12
H 1.17 0.78 1.78 0.15
H 0.20 2.23 1.38 0.15
H 2.98 2.40 -0.93 0.10
H 2.08 3.35 0.29 0.11
H 3.10 1.97 0.81 0.11
Ho -3.60 -1.31 -0.94 1.58
O -4.27 -2.22 0.76 -0.80
H -1.55 -2.45 0.63 0.15
```

---

ORCA calculation (ωB97M-V/def2-TZVPD) on a cluster of 8 separate species, C21H50F3N2O7S7 in total.

The value obtained for the HOMO-LUMO gap is 8.120 eV. The net charge is +1.

```
90
Properties=species:S:1:pos:R:3:lowdin_charge:R:1
F 2.56 0.13 -0.89 0.13
C 1.36 0.60 -0.59 -0.30
F 1.40 1.51 0.38 0.14
C 0.19 0.26 -1.19 -0.19
F 0.07 0.55 -2.51 0.07
C -0.99 -0.41 -0.56 -0.09
C -0.56 -1.61 0.30 -0.06
N 0.21 -2.53 -0.57 -0.05
C -0.35 -3.09 -1.70 0.00
C 0.64 -3.84 -2.26 -0.01
N 1.71 -3.71 -1.43 0.12
C 1.46 -2.92 -0.40 -0.02
H -1.57 0.29 0.07 0.08
H -1.68 -0.70 -1.36 0.13
H 0.15 -1.27 1.06 0.13
H -1.39 -2.11 0.79 0.13
H -1.36 -2.90 -2.00 0.14
H 0.55 -4.40 -3.17 0.14
H 2.59 -4.18 -1.62 0.17
H 2.15 -2.66 0.39 0.15
C 3.55 0.52 2.47 -0.28
S 4.19 -0.24 3.97 0.80
O 3.14 -1.18 4.46 -0.55
C 4.10 1.24 4.98 -0.27
H 3.48 -0.24 1.70 0.02
H 2.56 0.94 2.66 0.05
H 4.23 1.31 2.14 0.06
H 3.08 1.61 5.00 0.06
H 4.77 2.00 4.57 0.05
H 4.42 0.98 5.99 0.05
C -2.58 4.01 0.75 -0.28
S -3.72 2.63 0.86 0.83
O -3.05 1.44 0.21 -0.58
C -4.90 3.28 -0.32 -0.27
H -1.73 3.79 1.39 0.06
H -2.25 4.13 -0.27 0.03
H -3.08 4.91 1.10 0.06
H -4.41 3.45 -1.28 0.06
H -5.32 4.21 0.06 0.06
H -5.70 2.55 -0.45 0.03
C -3.84 -4.23 3.43 -0.27
S -4.74 -4.45 1.89 0.81
O -3.85 -3.96 0.79 -0.58
C -5.96 -3.17 2.21 -0.27
H -3.00 -4.92 3.44 0.05
H -3.48 -3.21 3.51 0.06
H -4.50 -4.47 4.27 0.06
H -5.46 -2.21 2.37 0.05
H -6.55 -3.44 3.08 0.06
H -6.61 -3.10 1.34 0.05
C -6.58 1.43 3.74 -0.26
S -6.93 2.00 2.07 0.77
O -6.95 3.48 2.10 -0.53
C -8.64 1.44 2.03 -0.26
H -5.56 1.71 3.98 0.05
H -7.27 1.89 4.44 0.06
H -6.67 0.34 3.78 0.05
H -9.20 1.90 2.84 0.06
H -8.67 0.35 2.13 0.05
H -9.07 1.73 1.08 0.05
C 0.37 5.96 -1.84 -0.27
S -0.57 6.90 -0.62 0.83
O -1.90 6.25 -0.50 -0.57
C -0.77 8.37 -1.62 -0.27
H 0.57 4.98 -1.43 0.04
H -0.21 5.87 -2.75 0.06
H 1.31 6.47 -2.04 0.05
H -1.27 8.12 -2.55 0.06
H 0.21 8.81 -1.83 0.06
H -1.37 9.09 -1.05 0.05
C 6.70 -4.26 -0.95 -0.26
S 5.79 -3.31 0.26 0.83
O 4.43 -3.92 0.35 -0.57
C 5.64 -1.83 -0.76 -0.26
H 6.87 -5.26 -0.55 0.06
H 6.10 -4.34 -1.87 0.03
H 7.65 -3.78 -1.16 0.06
H 5.14 -2.08 -1.70 0.05
H 6.63 -1.42 -0.95 0.06
H 5.05 -1.10 -0.21 0.03
C 4.86 -1.92 -5.63 -0.27
S 5.41 -3.61 -5.37 0.82
O 5.03 -3.99 -3.98 -0.58
C 7.17 -3.24 -5.36 -0.26
H 3.77 -1.91 -5.63 0.05
H 5.23 -1.28 -4.83 0.05
H 5.22 -1.56 -6.59 0.06
H 7.39 -2.51 -4.58 0.06
H 7.46 -2.84 -6.33 0.06
H 7.71 -4.16 -5.17 0.05
```

---

ORCA calculation (ωB97M-V/def2-TZVPD) on an isolated molecule of C5H8N2O.

The energy above the lowest of the compared OMol25 structures with the same formula, charge and spin is 170.2 kJ/mol. As for the structure (SMILES): C=CC(=O)/C(N)=C\N. The value obtained for the HOMO-LUMO gap is 7.603 eV.

```
16
Properties=species:S:1:pos:R:3:lowdin_charge:R:1
C 0.50 1.00 -0.45 -0.36
C 0.80 -0.45 -0.20 -0.32
N 1.67 -1.05 -1.10 0.07
N -0.43 -0.58 1.95 0.04
C 0.33 -1.06 0.91 -0.18
C -0.91 1.44 -0.64 -0.10
C -1.94 0.64 -0.94 0.06
O 1.41 1.81 -0.55 0.07
H 2.28 -0.35 -1.52 0.09
H 2.21 -1.81 -0.68 0.09
H -0.44 0.43 2.03 0.09
H -0.25 -1.04 2.84 0.09
H 0.59 -2.11 1.07 0.12
H -1.05 2.51 -0.59 0.11
H -1.83 -0.44 -1.04 0.07
H -2.93 1.05 -1.09 0.06
```

---

Number 1: E -43726.9465 eV. Number 2: E -123886.3810 eV. Number 3: E -10340.9621 eV.